1.
{"formula": "C2H2FO3Tl", "method": "ωB97M-V with the def2-TZVPD basis set", "s2": 0.75, "lumo_ev": [-16.456, -19.546], "spin_multiplicity": 2, "total_charge": 3, "homo_energy_ev": [-26.94, -27.75], "species": ["H", "O", "Tl", "O", "C", "O", "C", "F", "H"], "xyz": [[-1.59, -0.37, -0.39], [-1.16, 0.37, -0.84], [0.24, 3.70, -0.80], [0.43, 1.87, -0.59], [-0.10, 0.82, -0.27], [0.81, -0.37, 0.60], [0.53, -1.59, 0.89], [1.34, -2.50, 0.38], [-0.50, -1.94, 1.02]], "mulliken_charge": [0.42, -0.17, 1.38, -0.22, 0.94, -0.20, 0.43, 0.01, 0.41]}

2.
{"formula": "C7H12N2O", "method": "ωB97M-V with the def2-TZVPD basis set", "e_above_lowest_kcal_mol": 58.2, "lumo_ev": 0.892, "homo_energy_ev": -8.84, "species": ["C", "C", "C", "C", "C", "C", "C", "N", "N", "O", "H", "H", "H", "H", "H", "H", "H", "H", "H", "H", "H", "H"], "xyz": [[0.03, 2.35, -1.88], [0.39, -1.75, -0.26], [0.61, -1.35, 1.22], [-0.12, -0.35, -0.50], [-0.02, 0.04, 0.94], [0.88, 1.24, 1.23], [-1.38, 0.23, 1.60], [-0.47, -0.26, -2.76], [-0.39, 0.33, -1.54], [-0.07, 2.44, -3.02], [0.14, -1.05, -2.92], [1.29, -2.00, -0.82], [-0.35, -2.54, -0.42], [0.06, -1.96, 1.93], [1.66, -1.31, 1.50], [0.46, 2.12, 0.75], [1.88, 1.09, 0.83], [0.95, 1.41, 2.30], [-1.82, 1.16, 1.25], [-1.26, 0.28, 2.68], [-2.05, -0.59, 1.36], [-0.41, 0.45, -3.49]], "mulliken_charge": [0.08, -0.52, -1.05, -0.19, 1.94, -1.77, -1.74, -0.70, 0.04, -0.29, 0.22, 0.37, 0.27, 0.30, 0.33, 0.35, 0.41, 0.45, 0.38, 0.43, 0.42, 0.27]}

3.
{"formula": "C22H41ClCoNOP3", "method": "ωB97M-V with the def2-TZVPD basis set", "e_above_lowest_kcal_mol": 21.3, "s2": 6.10, "lumo_ev": [-9.528, -13.669], "spin_multiplicity": 5, "total_charge": 3, "homo_energy_ev": [-16.16, -16.31], "species": ["Co", "P", "P", "P", "H", "C", "C", "H", "C", "C", "C", "C", "C", "C", "C", "C", "C", "H", "H", "H", "H", "H", "H", "H", "H", "H", "H", "H", "H", "H", "H", "H", "H", "H", "H", "H", "H", "H", "H", "H", "H", "H", "H", "H", "H", "H", "C", "C", "C", "C", "C", "C", "O", "H", "H", "H", "H", "H", "H", "Cl", "C", "C", "C", "C", "N", "C", "H", "H", "H", "H"], "xyz": [[-0.39, 1.32, -0.42], [0.11, 1.16, -2.53], [-0.84, 3.22, 0.17], [-2.30, 0.21, -0.14], [2.35, -7.30, 4.23], [1.58, -7.71, 3.57], [1.91, -8.23, 2.35], [2.96, -8.23, 2.00], [1.81, 1.29, -3.22], [-0.72, 2.51, -3.46], [-0.48, -0.35, -3.38], [-1.28, 3.56, 1.90], [0.35, 4.58, -0.17], [-2.27, 3.86, -0.79], [-2.53, -1.62, -0.40], [-3.65, 0.73, -1.32], [-3.19, 0.38, 1.47], [0.55, -7.76, 3.94], [1.16, -8.70, 1.70], [2.46, 0.57, -2.71], [2.23, 2.29, -3.10], [1.81, 1.06, -4.30], [-0.36, 3.49, -3.11], [-1.80, 2.46, -3.35], [-0.46, 2.40, -4.52], [0.13, -1.19, -3.04], [-0.37, -0.21, -4.46], [-1.53, -0.57, -3.16], [-1.48, 4.63, 1.98], [-0.44, 3.29, 2.54], [-2.16, 2.98, 2.21], [-0.15, 5.54, 0.01], [0.68, 4.56, -1.22], [1.21, 4.49, 0.49], [-2.95, 4.33, -0.07], [-2.80, 3.08, -1.34], [-1.91, 4.61, -1.50], [-3.57, -1.89, -0.64], [-2.23, -2.16, 0.51], [-1.88, -1.94, -1.22], [-4.38, -0.08, -1.43], [-3.25, 0.96, -2.32], [-4.18, 1.61, -0.92], [-4.02, -0.33, 1.51], [-3.57, 1.40, 1.59], [-2.48, 0.15, 2.28], [0.50, -2.14, 0.48], [0.29, -1.88, 1.89], [0.31, -2.94, 2.78], [0.41, -4.26, 2.29], [0.49, -4.53, 0.91], [0.52, -3.49, 0.01], [0.67, -1.21, -0.40], [-0.66, 1.03, 1.06], [0.15, -0.86, 2.25], [0.24, -2.73, 3.85], [0.43, -5.09, 2.98], [0.54, -5.56, 0.53], [0.54, -3.60, -1.07], [4.53, -0.05, 2.61], [3.85, 0.93, 1.42], [4.60, 1.92, 0.79], [3.95, 2.70, -0.17], [2.60, 2.44, -0.43], [1.88, 1.54, 0.22], [2.49, 0.75, 1.11], [5.64, 2.07, 1.06], [4.40, 3.51, -0.76], [2.04, 2.99, -1.19], [1.87, -0.01, 1.57]], "mulliken_charge": [0.67, 0.92, 1.41, 1.00, 0.34, -0.17, -0.11, 0.31, -1.36, -1.28, -1.05, -1.46, -1.49, -1.37, -1.46, -1.53, -1.34, 0.32, 0.31, 0.38, 0.45, 0.52, 0.23, 0.32, 0.54, 0.28, 0.52, 0.29, 0.50, 0.36, 0.34, 0.56, 0.38, 0.41, 0.46, 0.12, 0.44, 0.61, 0.34, 0.30, 0.53, 0.34, 0.46, 0.47, 0.36, 0.35, -0.31, 0.37, -1.20, -0.09, -0.35, -0.18, -0.27, -0.08, 0.58, 0.41, 0.27, 0.39, 0.47, -0.18, 0.09, -0.34, -1.57, -0.47, 0.29, -0.76, 0.48, 0.48, 0.96, 0.47]}

4.
{"formula": "C22H29N3O4", "method": "ωB97M-V with the def2-TZVPD basis set", "e_above_lowest_kcal_mol": 1.9, "lumo_ev": 0.363, "homo_energy_ev": -7.70, "smiles": "COCCn1cc(C(=O)NCCCOC(C)C)c2c3ccccc3n(C)c2c1=O", "species": ["C", "O", "C", "C", "N", "C", "C", "C", "O", "N", "C", "C", "C", "O", "C", "C", "C", "C", "C", "C", "C", "C", "C", "C", "N", "C", "C", "C", "O", "H", "H", "H", "H", "H", "H", "H", "H", "H", "H", "H", "H", "H", "H", "H", "H", "H", "H", "H", "H", "H", "H", "H", "H", "H", "H", "H", "H", "H"], "xyz": [[-0.34, -0.03, 6.28], [0.03, 0.91, 5.29], [1.28, 0.69, 4.70], [1.34, -0.55, 3.79], [0.33, -0.49, 2.76], [0.50, 0.35, 1.72], [-0.42, 0.54, 0.73], [-0.01, 1.39, -0.42], [0.70, 2.37, -0.29], [-0.45, 0.94, -1.62], [-0.06, 1.56, -2.86], [0.96, 0.72, -3.63], [2.26, 0.54, -2.84], [3.21, -0.24, -3.53], [4.02, 0.46, -4.47], [5.23, 1.09, -3.78], [4.46, -0.55, -5.52], [-1.66, -0.14, 0.88], [-2.91, -0.11, 0.18], [-3.44, 0.62, -0.88], [-4.74, 0.39, -1.27], [-5.54, -0.55, -0.62], [-5.06, -1.27, 0.46], [-3.75, -1.04, 0.86], [-3.07, -1.58, 1.91], [-3.62, -2.53, 2.84], [-1.82, -1.03, 1.94], [-0.81, -1.27, 2.94], [-0.88, -2.07, 3.87], [-1.23, 0.38, 6.77], [-0.59, -1.00, 5.84], [0.46, -0.15, 7.02], [1.47, 1.59, 4.11], [2.06, 0.59, 5.47], [1.16, -1.46, 4.37], [2.33, -0.60, 3.34], [1.45, 0.87, 1.67], [-0.93, 0.06, -1.67], [0.38, 2.53, -2.60], [-0.95, 1.72, -3.48], [0.54, -0.27, -3.86], [1.18, 1.21, -4.58], [2.67, 1.52, -2.57], [2.05, -0.01, -1.92], [3.43, 1.25, -4.95], [4.91, 1.79, -3.01], [5.84, 0.32, -3.32], [5.83, 1.63, -4.51], [5.08, -0.07, -6.27], [3.59, -0.98, -6.01], [5.02, -1.35, -5.05], [-2.84, 1.37, -1.38], [-5.15, 0.95, -2.10], [-6.55, -0.71, -0.96], [-5.69, -1.98, 0.97], [-4.49, -2.11, 3.34], [-3.91, -3.44, 2.32], [-2.86, -2.77, 3.58]], "mulliken_charge": [-0.64, -0.35, -0.44, -1.30, 0.15, -0.48, 0.65, 0.00, -0.68, 0.02, -1.03, -0.37, -0.38, -0.41, 0.79, -1.33, -1.47, 1.09, 0.46, -0.26, -0.78, -0.60, -0.63, -0.29, -0.06, -1.11, -0.70, 0.66, -0.79, 0.23, 0.26, 0.32, 0.38, 0.40, 0.46, 0.44, 0.57, 0.34, 0.42, 0.33, 0.27, 0.34, 0.26, 0.12, 0.20, 0.33, 0.31, 0.39, 0.40, 0.35, 0.33, 0.53, 0.41, 0.40, 0.46, 0.35, 0.34, 0.33]}

| no. | E_tot (eV) | largest force on an atom (eV/Å) |
| --- | --- | --- |
| 1 | -15616.6462 | 8.9 |
| 2 | -12479.0363 | 1.9 |
| 3 | -105002.8250 | 4.6 |
| 4 | -35945.9123 | 0.8 |